Record 1
{"formula": "C33H30I2N2P2PdS", "method": "the ωB97M-V functional and the def2-TZVPD basis", "elements": ["Pd", "I", "C", "I", "H", "H", "N", "C", "N", "C", "C", "C", "C", "C", "C", "S", "H", "H", "H", "H", "H", "H", "C", "P", "C", "C", "C", "C", "C", "C", "C", "C", "C", "C", "C", "C", "P", "C", "C", "C", "C", "C", "C", "C", "C", "C", "C", "C", "C", "H", "H", "H", "H", "H", "H", "H", "H", "H", "H", "H", "H", "H", "H", "H", "H", "H", "H", "H", "H", "H", "H"], "xyz": [[-2.0526, -0.3927, 0.0015], [-0.8029, -3.0460, -0.8302], [-0.0946, -2.9243, 1.1642], [-1.3804, -1.7162, 2.3651], [0.8826, -2.4571, 1.1538], [-0.0680, -3.9161, 1.5998], [0.2383, 1.7150, 1.5695], [0.4699, 1.5508, 0.2484], [-0.2231, 0.7450, -0.5159], [0.1691, 0.8691, -1.8552], [-0.4100, 0.2154, -2.9353], [0.0948, 0.4528, -4.2015], [1.1564, 1.3355, -4.4004], [1.7238, 2.0117, -3.3341], [1.2136, 1.7692, -2.0676], [1.6880, 2.4913, -0.5512], [-0.2912, 1.0069, 2.0516], [0.9073, 2.2237, 2.1238], [-1.2489, -0.4588, -2.7880], [-0.3409, -0.0533, -5.0525], [1.5380, 1.5009, -5.3978], [2.5386, 2.7055, -3.4883], [-5.0525, 0.4132, 0.5061], [-3.4999, 1.3016, 0.9741], [-3.5525, 2.9979, 0.3995], [-4.4717, 3.9036, 0.9356], [-4.4957, 5.2061, 0.4702], [-3.6050, 5.6081, -0.5205], [-2.6904, 4.7113, -1.0520], [-2.6619, 3.4014, -0.5939], [-3.4168, 1.3217, 2.7755], [-2.6922, 2.3414, 3.3975], [-2.5149, 2.3267, 4.7732], [-3.0458, 1.2955, 5.5361], [-3.7613, 0.2763, 4.9226], [-3.9451, 0.2844, 3.5470], [-4.3360, -1.0825, -0.2824], [-5.3447, -2.5381, -0.0948], [-4.9209, -3.5168, 0.8053], [-5.6941, -4.6512, 0.9986], [-6.8798, -4.8045, 0.2949], [-7.3018, -3.8316, -0.6052], [-6.5380, -2.6956, -0.8043], [-4.1048, -0.7024, -2.0251], [-4.0713, 0.6094, -2.5135], [-3.7619, 0.8436, -3.8421], [-3.4907, -0.2186, -4.6936], [-3.5200, -1.5248, -4.2178], [-3.8147, -1.7692, -2.8882], [-5.6798, 1.0027, -0.1637], [-5.6418, 0.1469, 1.3849], [-5.1554, 3.5949, 1.7192], [-5.2056, 5.9112, 0.8802], [-3.6274, 6.6285, -0.8783], [-2.0004, 5.0297, -1.8217], [-1.9563, 2.6931, -1.0139], [-2.2824, 3.1546, 2.8108], [-1.9706, 3.1300, 5.2510], [-2.9128, 1.2913, 6.6091], [-4.1902, -0.5207, 5.5149], [-4.5195, -0.5173, 3.0938], [-3.9886, -3.3919, 1.3437], [-5.3717, -5.4149, 1.6926], [-7.4813, -5.6907, 0.4454], [-8.2259, -3.9626, -1.1507], [-6.8611, -1.9395, -1.5098], [-4.3065, 1.4489, -1.8728], [-3.7490, 1.8576, -4.2175], [-3.2690, -0.0288, -5.7352], [-3.3247, -2.3517, -4.8875], [-3.8545, -2.7884, -2.5205]], "s2": 2.013, "multiplicity": 3, "orbital_gap_ha": [0.2611, 0.2051], "de_lowest_kcal_mol": 0.6, "total_charge": 2}

Record 2
{"formula": "C11H20ClNO5Si", "method": "the ωB97M-V functional and the def2-TZVPD basis", "elements": ["C", "C", "C", "O", "N", "C", "C", "C", "Si", "C", "C", "C", "C", "C", "H", "H", "H", "H", "H", "H", "H", "H", "H", "H", "H", "H", "H", "H", "H", "H", "H", "H", "H", "H", "O", "Cl", "O", "O", "O"], "xyz": [[-2.5096, -1.4120, 0.4517], [-2.0926, -2.4905, -0.5585], [-1.0084, -3.4458, -0.1272], [0.3207, -2.9889, -0.4959], [0.6015, -1.7299, -0.0570], [0.5820, -0.7694, -0.9826], [0.8361, 0.5443, -0.6119], [1.1021, 0.8490, 0.7248], [1.3847, 2.6620, 1.2424], [-0.1225, 3.1049, 2.2743], [1.4179, 3.7547, -0.2741], [2.8852, 2.8622, 2.3383], [1.1372, -0.2099, 1.6431], [0.8805, -1.5030, 1.2338], [-2.9296, -0.5711, -0.0950], [-1.6852, -1.0031, 1.0360], [-3.2662, -1.7521, 1.1545], [-1.7553, -2.0047, -1.4643], [-2.9821, -3.0541, -0.8175], [-1.0792, -3.7383, 0.9223], [-1.0755, -4.3623, -0.7033], [0.3624, -1.0615, -2.0043], [0.8084, 1.3023, -1.3759], [-0.1777, 2.4204, 3.1223], [-1.0371, 2.9390, 1.7089], [-0.0822, 4.1243, 2.6454], [1.6613, 4.7731, 0.0166], [2.1183, 3.4165, -1.0340], [0.4218, 3.7855, -0.7145], [3.8376, 2.7603, 1.8264], [2.8217, 2.1885, 3.1901], [2.8504, 3.8715, 2.7475], [1.3484, -0.0192, 2.6830], [0.8822, -2.3401, 1.9093], [0.1015, -1.9135, -4.0232], [-1.2952, -2.1836, -4.3268], [-1.4916, -2.2408, -5.7449], [-2.1003, -1.1228, -3.7454], [-1.6713, -3.4419, -3.7147]], "orbital_gap_ha": 0.2636}

Record 3
{"formula": "C23H29N5ReSSi", "method": "the ωB97M-V functional and the def2-TZVPD basis", "elements": ["Re", "C", "C", "C", "C", "C", "C", "N", "N", "C", "C", "C", "C", "C", "C", "H", "H", "H", "H", "H", "H", "H", "H", "H", "C", "N", "C", "N", "S", "H", "H", "H", "H", "H", "H", "C", "Si", "C", "C", "N", "C", "C", "C", "C", "C", "C", "H", "H", "H", "H", "H", "H", "H", "H", "H", "H", "H", "H", "H", "H"], "xyz": [[-0.0690, 1.0166, 0.8710], [5.3494, -0.8403, 1.0587], [4.3323, -1.3628, 0.2716], [3.1867, -0.6211, 0.0238], [3.0941, 0.6552, 0.5516], [4.1083, 1.2031, 1.3234], [5.2363, 0.4394, 1.5841], [1.9221, 1.4642, 0.2788], [2.1794, 2.5738, -0.2281], [1.0229, 3.3249, -0.4720], [1.1858, 4.5998, -0.9822], [0.0558, 5.3495, -1.2790], [-1.2005, 4.8123, -1.0421], [-1.3494, 3.5362, -0.5066], [-0.2416, 2.7294, -0.2174], [6.2368, -1.4263, 1.2545], [4.4364, -2.3486, -0.1625], [2.4043, -1.0234, -0.6074], [4.0183, 2.2076, 1.7150], [6.0315, 0.8512, 2.1901], [2.1842, 4.9864, -1.1362], [0.1539, 6.3495, -1.6780], [-2.0828, 5.4024, -1.2517], [-2.3544, 3.2090, -0.2812], [-5.1807, -0.7571, -0.7635], [-4.2884, -0.2642, 0.2837], [-3.2376, 0.5015, 0.0631], [-2.8626, 0.7598, -1.1796], [-2.4417, 1.1557, 1.4813], [-5.9520, -1.3630, -0.2994], [-4.6321, -1.3846, -1.4678], [-5.6532, 0.0740, -1.2881], [-4.5444, -0.3999, 1.2503], [-3.3204, 0.3387, -1.9737], [-2.0584, 1.3404, -1.3561], [1.2079, -3.2471, 1.3394], [0.1494, -1.8236, 1.8387], [0.9851, -0.5942, 2.9739], [-1.5067, -2.3083, 2.5151], [-0.0878, -0.7379, 0.3434], [-0.3836, -1.2399, -0.9576], [0.1256, -0.5972, -2.0863], [-0.2259, -1.0514, -3.3473], [-1.0825, -2.1371, -3.4856], [-1.5859, -2.7766, -2.3584], [-1.2384, -2.3345, -1.0928], [1.4050, -3.8435, 2.2353], [2.1719, -2.9207, 0.9520], [0.7338, -3.8963, 0.6043], [0.9021, -1.0036, 3.9857], [0.5042, 0.4003, 3.0747], [2.0389, -0.4455, 2.7435], [-1.3632, -2.7065, 3.5234], [-1.9883, -3.0948, 1.9319], [-2.1830, -1.4576, 2.5957], [0.8022, 0.2416, -1.9772], [0.1792, -0.5647, -4.2242], [-1.3446, -2.4974, -4.4713], [-2.2409, -3.6308, -2.4678], [-1.6436, -2.8218, -0.2166]], "s2": 0.765, "multiplicity": 2, "orbital_gap_ha": [0.2571, 0.2595], "de_lowest_kcal_mol": 18.9, "total_charge": 2}

Record 4
{"formula": "ClN2O10Tl3", "method": "the ωB97M-V functional and the def2-TZVPD basis", "elements": ["Tl", "Tl", "Tl", "N", "O", "O", "O", "N", "O", "O", "O", "Cl", "O", "O", "O", "O"], "xyz": [[-1.2853, 0.3587, -28.6399], [8.3225, 0.4965, -23.0581], [2.5313, -7.6611, -27.4715], [3.5542, -1.9471, -25.9868], [4.5650, -1.6651, -25.3652], [2.6342, -1.0767, -26.1498], [3.4583, -3.0968, -26.3753], [2.4985, 0.0393, -20.0708], [1.8063, -0.9374, -19.9368], [3.0897, 0.0329, -21.1593], [2.2872, 1.0331, -19.3690], [4.8014, -5.8517, -21.8725], [5.2450, -4.4956, -21.5267], [4.8909, -6.9292, -20.8786], [3.5537, -5.8234, -22.5944], [5.5307, -6.0789, -22.9692]], "orbital_gap_ha": 0.0928, "total_charge": 6}

Copy entry 3 word for word.
{"formula": "C23H29N5ReSSi", "method": "the ωB97M-V functional and the def2-TZVPD basis", "elements": ["Re", "C", "C", "C", "C", "C", "C", "N", "N", "C", "C", "C", "C", "C", "C", "H", "H", "H", "H", "H", "H", "H", "H", "H", "C", "N", "C", "N", "S", "H", "H", "H", "H", "H", "H", "C", "Si", "C", "C", "N", "C", "C", "C", "C", "C", "C", "H", "H", "H", "H", "H", "H", "H", "H", "H", "H", "H", "H", "H", "H"], "xyz": [[-0.0690, 1.0166, 0.8710], [5.3494, -0.8403, 1.0587], [4.3323, -1.3628, 0.2716], [3.1867, -0.6211, 0.0238], [3.0941, 0.6552, 0.5516], [4.1083, 1.2031, 1.3234], [5.2363, 0.4394, 1.5841], [1.9221, 1.4642, 0.2788], [2.1794, 2.5738, -0.2281], [1.0229, 3.3249, -0.4720], [1.1858, 4.5998, -0.9822], [0.0558, 5.3495, -1.2790], [-1.2005, 4.8123, -1.0421], [-1.3494, 3.5362, -0.5066], [-0.2416, 2.7294, -0.2174], [6.2368, -1.4263, 1.2545], [4.4364, -2.3486, -0.1625], [2.4043, -1.0234, -0.6074], [4.0183, 2.2076, 1.7150], [6.0315, 0.8512, 2.1901], [2.1842, 4.9864, -1.1362], [0.1539, 6.3495, -1.6780], [-2.0828, 5.4024, -1.2517], [-2.3544, 3.2090, -0.2812], [-5.1807, -0.7571, -0.7635], [-4.2884, -0.2642, 0.2837], [-3.2376, 0.5015, 0.0631], [-2.8626, 0.7598, -1.1796], [-2.4417, 1.1557, 1.4813], [-5.9520, -1.3630, -0.2994], [-4.6321, -1.3846, -1.4678], [-5.6532, 0.0740, -1.2881], [-4.5444, -0.3999, 1.2503], [-3.3204, 0.3387, -1.9737], [-2.0584, 1.3404, -1.3561], [1.2079, -3.2471, 1.3394], [0.1494, -1.8236, 1.8387], [0.9851, -0.5942, 2.9739], [-1.5067, -2.3083, 2.5151], [-0.0878, -0.7379, 0.3434], [-0.3836, -1.2399, -0.9576], [0.1256, -0.5972, -2.0863], [-0.2259, -1.0514, -3.3473], [-1.0825, -2.1371, -3.4856], [-1.5859, -2.7766, -2.3584], [-1.2384, -2.3345, -1.0928], [1.4050, -3.8435, 2.2353], [2.1719, -2.9207, 0.9520], [0.7338, -3.8963, 0.6043], [0.9021, -1.0036, 3.9857], [0.5042, 0.4003, 3.0747], [2.0389, -0.4455, 2.7435], [-1.3632, -2.7065, 3.5234], [-1.9883, -3.0948, 1.9319], [-2.1830, -1.4576, 2.5957], [0.8022, 0.2416, -1.9772], [0.1792, -0.5647, -4.2242], [-1.3446, -2.4974, -4.4713], [-2.2409, -3.6308, -2.4678], [-1.6436, -2.8218, -0.2166]], "s2": 0.765, "multiplicity": 2, "orbital_gap_ha": [0.2571, 0.2595], "de_lowest_kcal_mol": 18.9, "total_charge": 2}